Record 1
{
  "formula": "C6H8N2S",
  "method": "the ωB97M-V functional and the def2-TZVPD basis",
  "symbols": ["C", "C", "C", "N", "C", "C", "N", "C", "S", "H", "H", "H", "H", "H", "H", "H", "H"],
  "xyz": [[2.339, -0.139, -1.032], [1.297, -1.098, -0.564], [0.039, -0.656, -0.586], [-1.092, -0.255, -0.918], [-2.120, 0.348, -0.129], [-2.101, 0.019, 1.423], [-1.495, -1.204, 1.602], [-0.903, -2.159, 1.186], [-0.362, -3.558, 0.854], [1.816, 0.825, -1.386], [2.819, -0.665, -1.800], [3.147, 0.038, -0.297], [1.453, -2.104, -0.438], [-3.082, -0.253, -0.603], [-2.047, 1.399, -0.369], [-1.663, 0.811, 2.013], [-3.166, -0.078, 1.825]],
  "forces_ev_per_angstrom": [[-0.56, 1.43, 0.95], [-2.39, 2.93, -0.27], [-0.51, 0.16, -1.00], [2.65, -0.74, 0.28], [-2.29, -2.56, -0.43], [-2.01, 0.92, -0.98], [1.56, -2.07, 0.39], [-2.30, 2.29, 1.53], [0.97, -2.08, -0.49], [1.29, -1.41, 0.48], [0.82, -0.21, -1.72], [-0.59, 0.33, -0.10], [0.56, -2.05, 0.47], [1.86, 2.27, 1.32], [-0.76, 0.34, 0.19], [0.53, 0.13, 0.12], [1.16, 0.31, -0.74]],
  "energy_ha": -741.012649,
  "smiles": "CC=C=NCCN=C=S",
  "e_above_lowest_kcal_mol": 70.6,
  "gap_ev": 8.995
}

=====

Record 2
{
  "formula": "C6H8N3O",
  "method": "the ωB97M-V functional and the def2-TZVPD basis",
  "symbols": ["C", "C", "C", "C", "C", "C", "N", "N", "N", "O", "H", "H", "H", "H", "H", "H", "H", "H"],
  "xyz": [[-1.248, -1.235, -0.589], [2.525, -1.014, -1.099], [1.167, -0.725, -1.285], [-0.772, 1.342, 1.963], [0.138, -0.740, -0.255], [-0.731, 0.415, -0.054], [-1.922, -0.236, -0.190], [0.386, 1.291, 2.019], [-2.018, 1.557, 2.413], [1.536, 1.222, 1.724], [-1.580, -2.199, -1.118], [3.342, -1.175, -1.765], [2.791, -1.272, -0.107], [0.816, -0.135, -2.145], [0.523, -1.212, 0.588], [-0.548, 1.435, -0.522], [-2.160, 2.182, 3.194], [-2.641, 0.759, 2.419]],
  "forces_ev_per_angstrom": [[0.44, -3.40, -1.44], [-4.21, 0.05, 0.30], [3.77, 1.25, -1.50], [-3.46, -0.51, -0.22], [1.33, -1.15, -0.08], [0.17, 3.52, -0.48], [-2.46, 1.03, 0.87], [2.77, -0.19, -0.50], [0.01, -0.04, 0.04], [0.43, 0.15, 0.29], [0.28, 1.71, 0.60], [-0.03, 0.69, -1.02], [0.20, -0.53, 1.05], [0.47, -0.96, -0.43], [0.33, -0.68, 1.99], [-0.37, -1.15, 0.78], [0.22, 0.12, -0.03], [0.10, 0.08, -0.21]],
  "energy_ha": -472.398354,
  "total_charge": 1,
  "e_above_lowest_kcal_mol": 198.5,
  "gap_ev": [7.477, 7.478]
}

=====

Record 3
{
  "formula": "C6H8N4",
  "method": "the ωB97M-V functional and the def2-TZVPD basis",
  "symbols": ["C", "N", "N", "C", "N", "N", "C", "C", "C", "C", "H", "H", "H", "H", "H", "H", "H", "H"],
  "xyz": [[3.073, -1.433, 2.320], [2.766, -1.134, 1.116], [1.887, -0.328, 0.744], [0.679, -0.574, 0.135], [-0.012, 0.498, -0.418], [0.333, 1.747, -0.138], [-0.706, 2.501, -0.544], [-1.700, 1.719, -1.150], [-1.268, 0.396, -0.922], [-1.870, -0.888, -1.261], [3.995, -1.773, 2.464], [2.475, -1.132, 3.189], [0.084, -1.534, -0.018], [-0.819, 3.536, -0.214], [-2.666, 2.141, -1.517], [-1.148, -1.673, -1.433], [-2.467, -1.168, -0.256], [-2.638, -0.901, -2.096]],
  "forces_ev_per_angstrom": [[-3.63, 2.07, -0.72], [2.43, -2.20, 1.32], [-7.63, 1.17, -3.66], [4.18, -0.63, 2.08], [-0.46, -0.08, 0.65], [-0.61, 2.07, 0.20], [0.88, -0.58, 0.65], [-0.79, -0.66, 0.76], [-0.31, 2.11, -2.14], [-2.97, -1.31, 1.76], [3.50, -2.08, 0.61], [-0.01, 0.06, -0.32], [1.67, 1.02, 0.58], [0.57, -0.29, -0.61], [1.00, -0.94, 0.27], [0.02, -0.17, -0.23], [1.05, 0.05, -2.24], [1.10, 0.37, 1.04]],
  "energy_ha": -452.312602,
  "smiles": "C=N/N=C/n1nccc1C",
  "e_above_lowest_kcal_mol": 93.5,
  "gap_ev": 8.723
}

=====

Record 4
{
  "formula": "C6H8N4O",
  "method": "the ωB97M-V functional and the def2-TZVPD basis",
  "symbols": ["C", "C", "C", "C", "C", "C", "N", "N", "N", "N", "O", "H", "H", "H", "H", "H", "H", "H", "H"],
  "xyz": [[-2.056, -1.756, -0.231], [-2.574, -0.947, -1.254], [-0.951, -1.310, 0.505], [-1.922, 0.217, -1.544], [-0.443, -0.032, 0.167], [0.610, 0.527, 1.047], [-0.807, 0.669, -0.875], [1.374, 1.373, 0.436], [3.151, -0.772, 0.427], [1.976, -1.236, 0.886], [2.046, -2.048, 1.805], [-2.524, -2.826, -0.143], [-3.272, -1.297, -1.930], [-0.435, -1.991, 1.237], [-2.215, 0.895, -2.389], [1.382, 1.512, -0.508], [2.034, 1.875, 1.013], [2.962, -0.284, -0.387], [4.042, -1.359, 0.468]],
  "forces_ev_per_angstrom": [[-0.08, -1.84, 0.12], [1.84, 0.35, 1.03], [-1.00, -1.09, -0.30], [1.23, 1.86, -0.60], [0.95, -1.34, 0.87], [-0.78, 0.03, 0.53], [-2.18, -0.04, -0.82], [0.64, 0.34, 3.15], [1.44, -2.25, 1.35], [1.07, -1.71, 2.14], [0.04, 0.95, -1.70], [1.12, 2.17, 0.22], [-1.75, -0.61, -0.93], [-0.73, 1.19, -0.63], [0.13, -0.94, 0.79], [-0.26, 0.80, -3.24], [0.10, 0.07, -0.36], [0.11, 1.15, -1.89], [-1.88, 0.93, 0.27]],
  "energy_ha": -527.514584,
  "e_above_lowest_kcal_mol": 115.4,
  "gap_ev": 7.963
}

=====

Record 5
{
  "formula": "C6H8N4O4",
  "method": "the ωB97M-V functional and the def2-TZVPD basis",
  "symbols": ["C", "C", "C", "C", "C", "C", "N", "N", "N", "N", "O", "O", "O", "O", "H", "H", "H", "H", "H", "H", "H", "H"],
  "xyz": [[2.964, -1.538, -0.238], [2.979, 0.395, 0.722], [1.530, -1.012, 0.020], [5.716, 1.143, -0.130], [0.332, -1.567, -0.149], [-2.605, 0.894, 0.560], [3.806, -0.602, 0.237], [1.741, 0.192, 0.644], [-1.403, 1.272, 0.258], [-3.468, 0.493, -0.409], [6.304, 0.665, 0.737], [5.148, 1.626, -1.010], [-0.449, 1.903, 1.077], [-0.873, 1.308, -1.129], [3.463, -2.422, -0.715], [3.435, 1.307, 1.096], [-0.600, -0.894, 0.132], [0.089, -2.519, -0.493], [0.377, 1.396, 0.972], [-3.296, 0.521, -1.394], [-4.415, 0.199, -0.003], [-1.073, 2.140, -1.504]],
  "forces_ev_per_angstrom": [[1.39, 1.97, 0.95], [1.32, 0.46, 0.19], [1.99, -2.17, -0.42], [0.38, -0.33, -0.02], [-2.09, 3.15, 1.17], [-0.08, 0.04, 0.35], [-1.53, -2.81, -1.54], [-2.18, 1.51, 0.24], [1.31, 0.57, -1.51], [-1.17, -0.23, 2.55], [0.47, 0.03, 0.54], [-0.37, 0.50, -0.58], [-2.03, 0.08, -0.29], [-0.10, -2.13, 1.35], [-1.25, 0.73, 0.47], [-0.31, -0.11, 0.22], [2.09, -1.56, -0.46], [0.16, -1.44, -0.76], [0.23, -0.74, -0.21], [0.03, -0.07, -0.45], [2.24, 0.69, -1.49], [-0.50, 1.87, -0.31]],
  "energy_ha": -753.232542,
  "e_above_lowest_kcal_mol": 96.0,
  "gap_ev": 7.445
}

=====

Record 6
{
  "formula": "C6H8NO",
  "method": "the ωB97M-V functional and the def2-TZVPD basis",
  "symbols": ["C", "C", "C", "C", "C", "C", "N", "O", "H", "H", "H", "H", "H", "H", "H", "H"],
  "xyz": [[0.100, 1.255, -0.939], [-0.525, 1.321, 0.438], [0.707, 0.497, 0.220], [-1.815, 0.802, 0.654], [0.562, -0.980, 0.060], [1.557, -1.947, 0.082], [-2.337, -0.130, 0.037], [-2.840, -0.893, -0.708], [-0.406, 0.523, -1.557], [0.497, 2.191, -1.428], [-0.329, 2.181, 1.009], [1.759, 0.864, 0.292], [-2.465, 1.229, 1.376], [1.004, -2.948, -0.154], [1.929, -2.024, 1.112], [2.602, -1.941, -0.493]],
  "forces_ev_per_angstrom": [[-1.65, 0.56, -0.62], [2.89, 0.98, -1.47], [2.36, -2.44, -0.72], [-2.00, -0.92, 0.93], [-0.56, 4.23, 0.30], [1.34, -3.76, -1.61], [0.35, -1.62, -1.90], [-0.15, 0.18, 0.66], [-0.31, 0.65, -0.60], [0.06, -1.54, 0.83], [0.20, 1.10, 0.50], [-0.95, -0.15, 1.23], [-0.47, 0.70, 0.85], [1.44, 1.30, 0.41], [-0.27, 0.09, 0.43], [-2.26, 0.64, 0.77]],
  "energy_ha": -362.834039,
  "total_charge": 1,
  "e_above_lowest_kcal_mol": 165.2,
  "gap_ev": [5.163, 8.535]
}

=====

Record 7
{
  "formula": "C6H8NO",
  "method": "the ωB97M-V functional and the def2-TZVPD basis",
  "symbols": ["C", "C", "C", "O", "C", "C", "N", "C", "H", "H", "H", "H", "H", "H", "H", "H"],
  "xyz": [[1.616, 0.210, -1.098], [0.835, 1.275, -1.152], [-0.565, 0.768, -0.827], [-0.563, -0.574, -1.386], [0.674, -0.987, -0.835], [0.199, -0.727, 0.881], [-1.276, -0.705, 0.901], [-0.575, 0.517, 0.680], [2.562, 0.176, -1.507], [1.037, 2.356, -1.226], [-1.352, 1.370, -1.346], [1.073, -1.991, -1.178], [0.884, -0.933, 1.694], [-1.886, -1.307, 0.163], [-1.636, -0.842, 1.806], [-0.830, 1.217, 1.371]],
  "forces_ev_per_angstrom": [[-2.26, -0.36, -0.36], [-0.63, 0.74, 0.89], [0.00, 0.99, -1.99], [0.74, 0.47, 0.45], [0.49, 0.25, 1.45], [1.27, 0.52, -3.50], [-2.04, -4.34, -0.69], [0.17, -1.47, -2.66], [2.16, -0.41, -0.04], [0.14, -0.84, -0.34], [0.31, -0.63, 1.04], [-1.03, 1.12, 0.77], [-0.68, -0.33, 0.26], [2.18, 2.14, 1.52], [-0.76, -0.08, 1.45], [-0.07, 2.21, 1.75]],
  "energy_ha": -363.042948,
  "smiles": "C1=C[C@H]2O[C@@H]1[C@@H]1[NH2+][C@@H]12",
  "total_charge": 1,
  "e_above_lowest_kcal_mol": 34.1,
  "gap_ev": 10.900
}

=====

Record 8
{
  "formula": "C6H8NOP",
  "method": "the ωB97M-V functional and the def2-TZVPD basis",
  "symbols": ["C", "C", "P", "O", "C", "C", "N", "C", "C", "H", "H", "H", "H", "H", "H", "H", "H"],
  "xyz": [[-2.450, -1.977, -1.507], [-1.917, -1.455, -0.560], [-1.452, -0.285, 0.702], [-2.026, -0.554, 2.000], [-2.095, 1.086, -0.081], [-2.610, 2.066, -0.526], [0.211, -0.111, 0.564], [0.752, 0.538, 1.807], [0.779, 0.169, -0.769], [-2.972, -2.593, -2.170], [-2.853, 2.909, -1.131], [0.641, -0.105, 2.591], [1.885, 0.711, 1.842], [0.183, 1.494, 1.846], [0.217, -0.502, -1.260], [0.661, 1.266, -1.050], [1.900, 0.074, -0.730]],
  "forces_ev_per_angstrom": [[0.47, 0.06, 1.26], [0.06, 0.16, -0.32], [1.33, -1.30, -1.62], [-0.11, -0.25, 1.45], [-0.62, 0.96, 0.22], [0.24, 0.80, -1.00], [0.48, -0.18, 1.53], [1.09, 2.14, -3.00], [2.20, 3.67, 3.35], [-0.31, -0.34, -0.80], [-0.37, 0.11, 0.26], [-1.08, -1.42, 2.29], [-1.55, -0.03, -0.95], [0.84, -0.32, 0.97], [-1.04, -2.07, -3.37], [-0.44, -1.25, -0.04], [-1.20, -0.73, -0.23]],
  "energy_ha": -704.630849,
  "smiles": "C#CP(=O)(C#C)N(C)C",
  "e_above_lowest_kcal_mol": 19.7,
  "gap_ev": 10.118
}